(1)
A structure of composition C16H27ClIO2P2Ti in a non-equilibrium geometry. Source: the OMol25 dataset; level of theory: ωB97M-V/def2-TZVPD.

Results
Orbital gap (alpha / beta), eV: 6.2 / 6.6
Total charge: +2
⟨S²⟩: 0.78
HOMO energy (alpha / beta), Eh: -0.541 / -0.541
LUMO level (alpha / beta), Eh: -0.3114 / -0.2993
Multiplicity: 2
Energy above the lowest of the compared OMol25 structures with the same formula, charge and spin, eV: 0.484

Last column: Mulliken charge in e.
Geometry (Å):
C (0.078248, 0.177078, -7.029785)  -0.902
C (0.076620, 0.881261, -5.682912)  0.563
H (0.085957, 0.954521, -7.804909)  0.318
H (-0.822020, -0.457643, -7.135793)  0.319
H (0.972890, -0.467256, -7.126066)  0.317
O (0.096179, 2.071735, -5.471630)  -0.393
I (0.031892, -0.434506, -3.875130)  -0.009
Ti (0.046180, 0.374905, 0.322762)  -0.766
P (2.416183, 0.176290, -0.240442)  1.162
C (3.449853, 1.467351, 0.525456)  -1.283
C (3.300642, -1.358505, 0.145680)  -1.324
H (4.327556, -1.308267, -0.252232)  0.433
H (3.923218, 0.371600, -2.189979)  0.429
H (2.791288, -2.232905, -0.278351)  0.401
H (2.326950, -0.339674, -2.614319)  0.063
H (3.336068, 1.418937, 1.613567)  0.388
H (3.355852, -1.472494, 1.228676)  0.414
C (2.835175, 0.429116, -2.006957)  -0.996
H (4.509543, 1.325598, 0.263379)  0.411
H (2.451268, 1.414554, -2.320482)  0.412
H (3.124170, 2.457799, 0.178685)  0.397
P (-2.315100, 0.246540, -0.352641)  1.344
C (-3.455034, 1.526937, 0.291385)  -1.340
C (-2.843670, 0.218459, -2.103792)  -1.080
H (-2.659365, -2.152909, -0.185342)  0.402
H (-4.137387, -1.249909, 0.255645)  0.430
H (-2.783004, -1.360789, 1.407918)  0.355
C (-3.042979, -1.273905, 0.347665)  -1.358
H (-2.378418, -0.640872, -2.610294)  0.200
H (-3.943090, 0.150956, -2.213492)  0.418
H (-4.477698, 1.335294, -0.067348)  0.429
H (-3.140001, 2.517636, -0.070229)  0.396
H (-2.489128, 1.142961, -2.582674)  0.407
H (-3.463429, 1.514730, 1.389446)  0.383
C (0.279828, 2.314439, -0.226221)  0.362
O (0.490282, 3.457644, -0.369119)  -0.189
Cl (-0.514096, 1.500747, 2.481763)  -0.138
C (-0.504462, 0.195000, 3.665969)  1.037
C (-0.785860, 0.412764, 5.018385)  -0.704
C (-0.479708, -0.607042, 5.942890)  -0.520
C (0.033620, -1.828378, 5.477264)  -0.640
C (0.269198, -2.010724, 4.133868)  -0.622
C (-0.050145, -1.026708, 3.179864)  0.236
C (0.139826, -1.336846, 1.739351)  -0.935
H (-1.226331, 1.348968, 5.370755)  0.465
H (-0.579739, -0.443887, 7.002363)  0.428
H (0.257394, -2.636923, 6.169087)  0.418
H (0.703301, -2.938761, 3.745778)  0.426
H (-0.707046, -1.918322, 1.345907)  0.560
H (1.088531, -1.906593, 1.566634)  0.476

Forces on atoms 1 to 3 (eV/Å):
C 0.0 -0.3 0.3
C 0.1 3.7 -0.3
H 0.0 -0.2 0.3

(2)
A structure of composition C16H27ClO3Pd in a non-equilibrium geometry. Source: the OMol25 dataset; level of theory: ωB97M-V/def2-TZVPD.

Results
Orbital gap, eV: 2.3
Total charge: +2
HOMO energy, Eh: -0.566
LUMO level, Eh: -0.4820

Last column: Mulliken charge in e.
Geometry (Å):
C (2.367364, 3.240349, 1.729230)  -1.038
C (3.135198, 2.498148, 0.570759)  -0.385
C (2.668421, 0.962681, 0.525031)  0.216
C (3.800729, 0.063920, -0.117863)  -0.922
C (3.385518, -1.435127, -0.345772)  -0.677
C (2.512357, -2.064252, 0.826368)  -0.866
C (1.015010, -2.036574, 0.311942)  0.504
C (-0.022528, -2.548131, 1.384038)  -0.958
C (-1.079364, -1.482737, 1.848314)  -0.916
C (-2.209252, -1.152796, 0.820914)  0.525
C (-1.705334, -0.361323, -0.513045)  -0.215
O (-1.359172, -1.308851, -1.552526)  -0.474
C (-1.131065, -0.547439, -2.808533)  0.357
O (-0.250653, -0.700236, -3.513408)  -0.228
C (-2.374075, 0.427214, -2.822763)  -0.741
C (-2.665059, 0.716055, -1.250992)  -0.078
C (-4.200755, 0.796785, -0.884357)  -0.669
C (-4.527255, 2.229119, -0.346993)  0.286
O (-5.008469, 2.443834, 0.692456)  -0.345
Cl (-4.103211, 3.593575, -1.440639)  -0.113
H (3.075832, 3.513564, 2.543311)  0.271
H (1.572273, 2.596489, 2.194196)  0.272
H (1.852723, 4.167593, 1.364689)  0.299
H (4.241627, 2.499587, 0.683360)  0.394
H (2.826486, 2.914885, -0.423550)  0.317
H (2.464843, 0.656703, 1.584198)  0.252
H (1.724682, 0.971190, -0.090565)  -0.309
H (4.725685, 0.189678, 0.490404)  0.375
H (3.993204, 0.498041, -1.135916)  0.269
H (4.310031, -2.056528, -0.503904)  0.395
H (2.808157, -1.510969, -1.305308)  0.314
H (2.881611, -3.102440, 0.989061)  0.395
H (2.557205, -1.465983, 1.765100)  0.424
H (0.843882, -0.982056, -0.021931)  -0.567
H (0.907002, -2.663048, -0.618356)  0.338
H (-0.519915, -3.511346, 1.087213)  0.354
H (0.574271, -2.813246, 2.298614)  0.461
H (-1.583283, -1.916242, 2.755784)  0.391
H (-0.612776, -0.523645, 2.212011)  0.372
H (-2.934737, -0.464287, 1.341113)  0.648
H (-2.860915, -2.106644, 0.534110)  0.002
H (-0.886874, 0.291491, -0.099958)  0.369
H (-2.348547, 1.309752, -3.496117)  0.401
H (-3.207059, -0.278177, -3.117980)  0.363
H (-2.100844, 1.676850, -1.120323)  0.781
H (-4.765927, 0.670591, -1.847271)  0.418
H (-4.538657, -0.024665, -0.200701)  0.579
Pd (-3.248385, -1.871353, -0.973446)  0.162

Forces on atoms 1 to 3 (eV/Å):
C 0.1 0.1 -0.1
C -1.1 -1.0 -0.1
C 0.8 0.8 0.0

(3)
A structure of composition C16H27F12GeNO4P3RuS2. Source: the OMol25 dataset; level of theory: ωB97M-V/def2-TZVPD.

Results
Orbital gap (alpha / beta), eV: 7.7 / 6.6
Total charge: +2
⟨S²⟩: 8.80
HOMO energy (alpha / beta), Eh: -0.557 / -0.577
LUMO level (alpha / beta), Eh: -0.2739 / -0.3355
Multiplicity: 6
Energy above the lowest of the compared OMol25 structures with the same formula, charge and spin, eV: 4.117

Last column: Mulliken charge in e.
Geometry (Å):
Ru (0.063352, 0.236402, -0.305254)  3.014
F (0.163404, 2.820008, 1.594190)  -0.240
C (0.994358, 2.609379, 2.634325)  0.746
F (2.137140, 3.214071, 2.396685)  -0.225
F (0.431883, 3.067920, 3.726198)  -0.198
S (1.265988, 0.761266, 2.859410)  0.873
O (0.237764, 0.143438, 1.947936)  -0.846
O (1.101373, 0.516994, 4.242335)  -0.573
N (2.705932, 0.434499, 2.318885)  -0.648
S (2.772267, 0.219024, 0.769028)  0.508
O (2.188940, -1.035644, 0.303903)  -0.621
O (2.157187, 1.346049, 0.028496)  -0.661
C (4.610273, 0.197431, 0.436281)  0.617
F (5.002175, 1.444699, 0.286517)  -0.171
F (5.226348, -0.380288, 1.431964)  -0.151
F (4.765571, -0.481438, -0.685025)  -0.162
C (-1.662942, 3.291784, -1.687712)  -1.469
P (-0.215747, 2.214661, -1.822171)  0.864
C (1.182491, 3.310648, -2.074186)  -1.381
C (-0.577044, 1.172703, -3.320915)  -0.095
C (-1.010169, 1.596038, -4.601457)  -0.446
C (-1.770472, 0.751994, -5.389541)  -0.599
C (-1.986344, -0.642650, -5.182505)  -0.678
C (-1.271641, -1.558395, -4.461099)  -1.021
C (-0.003435, -1.530100, -3.641178)  0.511
P (-0.160261, -1.919953, -1.766200)  0.594
C (-1.639786, -2.948263, -1.609185)  -1.466
C (1.227884, -3.045145, -1.530937)  -1.511
H (-1.607551, 4.062146, -2.458221)  0.478
H (-1.667093, 3.781180, -0.710924)  0.457
H (-2.581645, 2.719634, -1.806443)  0.524
H (1.093752, 3.796495, -3.046098)  0.574
H (2.121920, 2.772708, -2.008808)  0.319
H (1.135982, 4.063870, -1.285190)  0.517
H (-0.666419, 2.545961, -4.997241)  0.523
H (-2.197428, 1.165213, -6.296557)  0.543
H (-2.757224, -1.074808, -5.810704)  0.505
H (-1.577496, -2.589216, -4.619319)  0.519
H (-1.561533, -3.798443, -2.288274)  0.547
H (-2.548394, -2.385987, -1.829045)  0.394
H (-1.697335, -3.325277, -0.586153)  0.425
H (1.037337, -3.966845, -2.075664)  0.580
H (1.319264, -3.251692, -0.465155)  0.459
H (2.151318, -2.587913, -1.878351)  0.430
F (1.480926, 0.063043, -2.229432)  -0.159
P (1.220502, -0.023598, -3.898333)  1.675
F (2.511604, -0.890266, -4.008041)  -0.323
F (-1.530648, 0.307443, -2.762529)  -0.261
F (0.667967, -2.637584, -4.141305)  -0.372
F (0.913220, -0.048237, -5.443903)  -0.380
F (1.899557, 1.398163, -4.016634)  -0.435
C (-4.329130, -0.515968, 1.291163)  -1.376
Ge (-2.465262, -0.422432, 1.859814)  0.971
C (-1.842750, -2.202136, 2.238560)  -1.288
C (-2.329764, 0.915123, 3.230457)  -1.259
C (-1.922374, 0.270302, -0.011697)  -1.936
H (-4.854065, -0.893874, 2.174559)  0.449
H (-4.488479, -1.210085, 0.466492)  0.393
H (-4.725371, 0.467687, 1.041240)  0.392
H (-2.060864, -2.400350, 3.288682)  0.451
H (-0.770596, -2.328042, 2.091968)  0.363
H (-2.394736, -2.915342, 1.627845)  0.384
H (-3.266091, 0.858436, 3.786640)  0.473
H (-2.240510, 1.916426, 2.807766)  0.329
H (-1.498089, 0.736668, 3.910539)  0.367
H (-2.342988, 1.274928, -0.061017)  0.811
H (-2.416006, -0.370565, -0.734875)  0.372

Forces on atoms 1 to 3 (eV/Å):
Ru -0.3 -0.3 0.7
F 0.0 0.0 -0.1
C 0.0 -0.1 0.0